Computed, not measured: 2 unconnected molecules or ions with the total composition C3H10N2, with wB97M-V/def2-TZVPD.

Calculated values
- Spin multiplicity: 1
- Energy above the lowest of the compared OMol25 structures with the same formula, charge and spin: 33.7 kcal/mol
- Frontier orbital gap: 8.66 eV

Atoms and positions in Å:
H 1.01 -1.72 2.13
C -1.21 1.16 -1.05
H 0.15 -1.80 0.57
N 1.72 -0.41 0.53
H -1.83 2.02 -1.22
H -0.06 -0.39 1.57
N 0.14 1.39 -0.98
C 0.68 -1.13 1.27
H 0.89 0.73 -0.69
H 0.36 2.23 -0.47
H -1.49 -0.96 -0.91
H 2.00 -0.95 -0.29
C -1.95 0.03 -0.86
H 2.59 -0.38 1.05
H -2.99 0.15 -0.65